Entry 1:
ORCA calculation (ωB97M-V with the def2-TZVPD basis set) on an isolated molecule of C3H5BrSi at a distorted geometry.

Cartesian coordinates (Å):
Si1 2.1303 0.8394 -0.3150
C1 0.4841 0.1310 -0.0492
C2 -0.7053 -0.4635 -0.0980
C3 -2.0133 -0.9311 0.2573
Br1 -3.5049 0.3009 -0.3124
H1 2.1593 1.1085 -1.7492
H2 3.2008 -0.0260 0.0251
H3 2.5254 1.7586 0.8535
H4 -2.3651 -1.9701 0.0813
H5 -1.9114 -0.7478 1.3065

Calculated total energy: -81108.7213 eV
SMILES string: [SiH3]C#CCBr
Net charge: 0
Relative energy (zero: lowest compared OMol25 entry of this formula, charge and spin): 60.4 kcal/mol
E_HOMO: -9.811 eV
F_max: 9.28 eV/A


Entry 2:
ORCA calculation (ωB97M-V with the def2-TZVPD basis set) on a structure of composition C3H5Cl at a distorted geometry.

Cartesian coordinates (Å):
C1 0.8707 -0.7802 -0.1130
C2 0.3014 0.6906 -0.2405
C3 -0.9975 0.8209 -0.1248
H1 1.7773 -0.9487 -0.7675
H2 0.8997 -1.0742 1.2613
H3 -0.0111 -1.4856 -0.3742
H4 0.9678 1.4751 0.3009
H5 -1.5976 1.6572 0.1646
Cl1 -2.2106 -0.3550 -0.1067

Calculated total energy: -15711.8479 eV
Net charge: 0
Relative energy (zero: lowest compared OMol25 entry of this formula, charge and spin): 46.1 kcal/mol
E_HOMO: -9.502 eV
F_max: 4.58 eV/A


Entry 3:
ORCA calculation (ωB97M-V with the def2-TZVPD basis set) on an isolated molecule of C3H5Cl at a distorted geometry.

Cartesian coordinates (Å):
C1 -1.1157 0.5533 -0.1907
C2 -0.0848 -0.4882 -0.0416
C3 1.1347 -0.1076 0.3310
Cl1 2.4728 -1.6090 0.6035
H1 -0.7539 1.3875 0.3817
H2 -1.1308 0.7217 -1.3094
H3 -2.1555 0.2557 0.0803
H4 -0.0504 -1.4186 -0.4197
H5 1.6836 0.7054 0.5651

Calculated total energy: -15712.6672 eV
SMILES string: C/C=C/Cl
Net charge: 0
Relative energy (zero: lowest compared OMol25 entry of this formula, charge and spin): 27.2 kcal/mol
E_HOMO: -9.726 eV
F_max: 5.40 eV/A


Entry 4:
ORCA calculation (ωB97M-V with the def2-TZVPD basis set) on an isolated molecule of C3H5Cl at a distorted geometry.

Cartesian coordinates (Å):
C1 1.2555 -0.1595 0.0048
C2 -0.2652 -0.3375 -0.0427
C3 -1.1855 0.5985 0.0585
Cl1 -2.9904 -0.0835 0.1358
H1 1.9292 -0.3923 -0.9632
H2 1.5595 0.8677 0.2015
H3 1.4564 -0.9048 0.7643
H4 -0.6167 -1.3003 -0.0244
H5 -1.1427 1.7118 -0.1346

Calculated total energy: -15712.9775 eV
SMILES string: C/C=C/Cl
Net charge: 0
Relative energy (zero: lowest compared OMol25 entry of this formula, charge and spin): 20.0 kcal/mol
E_HOMO: -9.708 eV
F_max: 2.91 eV/A


Entry 5:
ORCA calculation (ωB97M-V with the def2-TZVPD basis set) on an isolated molecule of C3H5ClFN at a distorted geometry.

Cartesian coordinates (Å):
F1 0.8194 1.7764 -0.2585
C1 0.7546 0.4398 0.0331
Cl1 2.4127 -0.2301 0.0785
C2 -0.2920 0.1099 1.1165
N1 -1.2015 -0.1588 -0.0291
C3 -0.1459 -0.3056 -1.0427
H1 0.0622 -0.7199 1.6553
H2 -0.6284 1.0266 1.6877
H3 -1.8524 -0.9251 0.0577
H4 -0.2353 0.2835 -2.0124
H5 0.3066 -1.2967 -1.2861

Calculated total energy: -19920.7902 eV
SMILES string: FC1(Cl)CNC1
Net charge: 0
Relative energy (zero: lowest compared OMol25 entry of this formula, charge and spin): 7.8 kcal/mol
E_HOMO: -9.588 eV
F_max: 2.93 eV/A


Entry 6:
ORCA calculation (ωB97M-V with the def2-TZVPD basis set) on an isolated molecule of C3H5ClFNO2 at a distorted geometry.

Cartesian coordinates (Å):
C1 -2.0581 0.3701 -0.4907
C2 -1.0645 -0.3769 0.3865
O1 0.2682 0.2780 0.0380
C3 1.2868 -0.4551 0.2188
O2 1.4730 -1.5425 0.6141
N1 2.6112 0.5988 -0.2912
F1 2.9546 1.2428 0.9429
Cl1 3.8534 -0.4895 -0.5808
H1 -1.6386 1.1516 -1.2005
H2 -2.7091 -0.2136 -1.2611
H3 -2.7711 1.0009 0.0516
H4 -0.8678 -1.4158 0.1436
H5 -1.3380 -0.1490 1.4288

Calculated total energy: -24012.8881 eV
SMILES string: CCOC(=O)N(F)Cl
Net charge: 0
Relative energy (zero: lowest compared OMol25 entry of this formula, charge and spin): 107.7 kcal/mol
E_HOMO: -9.794 eV
F_max: 3.62 eV/A


Entry 7:
ORCA calculation (ωB97M-V with the def2-TZVPD basis set) on an isolated molecule of C3H5ClINO at a distorted geometry.

Cartesian coordinates (Å):
H1 -2.2436 -1.4851 0.8361
N1 -1.3154 -1.1161 0.6250
C1 -1.1579 -0.4362 -0.3825
C2 0.1824 0.3302 -0.7010
Cl1 -0.3695 2.3267 -0.4017
I1 0.6662 0.2429 -2.7251
C3 1.2786 0.1437 0.2382
O1 1.0231 0.3885 1.6371
H2 -1.8016 -0.4774 -1.2842
H3 1.6384 -0.8461 0.1897
H4 2.0276 0.8796 0.0686
H5 0.0717 0.0493 1.8997

Calculated total energy: -27350.8754 eV
SMILES string: [H]/N=C/[C@](Cl)(I)CO
Net charge: 0
Relative energy (zero: lowest compared OMol25 entry of this formula, charge and spin): 34.6 kcal/mol
E_HOMO: -9.991 eV
F_max: 3.82 eV/A


Entry 8:
ORCA calculation (ωB97M-V with the def2-TZVPD basis set) on a cluster of 2 separate species, C3H5ClN2O2 in total at a distorted geometry.

Cartesian coordinates (Å):
O1 -1.0680 2.3831 -0.5007
N1 0.0868 2.9896 -0.7941
C1 0.7998 3.3520 0.1825
Cl1 2.3071 4.1252 0.0233
H1 -1.0673 2.2006 0.4885
H2 0.3944 2.9640 1.2413
C2 0.4440 -1.9502 -0.2636
N2 -0.2237 -0.9630 0.4871
C3 -0.2885 -0.1358 1.3083
O2 -0.4224 0.7162 2.0916
H3 1.4661 -1.6903 -0.2225
H4 0.2353 -2.9391 0.2577
H5 0.0139 -2.0683 -1.3110

Calculated total energy: -22786.9450 eV
SMILES string: O/N=C/Cl.CN=C=O
Net charge: 0
Relative energy (zero: lowest compared OMol25 entry of this formula, charge and spin): 85.0 kcal/mol
E_HOMO: -9.751 eV
F_max: 3.44 eV/A